{
  "formula": "C17H26Cl4N2O3S2V",
  "method": "the ωB97M-V functional and the def2-TZVPD basis",
  "s_squared": 2.015,
  "homo_energy_ha": [-0.387, -0.387],
  "total_charge": 1,
  "multiplicity": 3,
  "e_lumo_ev": [-3.139, -2.920],
  "fmax_ha_per_bohr": 0.054,
  "total_energy_ev": -124617.19571,
  "relative_energy_kcal_mol": 21.3,
  "symbols": ["V", "Cl", "C", "C", "Cl", "C", "Cl", "C", "O", "C", "O", "C", "Cl", "C", "C", "C", "C", "N", "C", "S", "N", "C", "C", "C", "C", "H", "H", "H", "H", "H", "H", "H", "H", "H", "H", "H", "H", "H", "H", "H", "H", "H", "H", "H", "H", "C", "S", "C", "O", "H", "H", "H", "H", "H", "H"],
  "coordinates": [[-0.503, -0.259, -1.586], [-5.588, 0.630, -5.357], [-4.404, -0.069, -4.334], [-4.242, -1.462, -4.314], [-5.244, -2.449, -5.289], [-3.265, -2.039, -3.509], [-2.984, -3.729, -3.488], [-2.479, -1.225, -2.687], [-1.596, -1.645, -1.824], [-2.651, 0.188, -2.693], [-1.911, 0.807, -1.809], [-3.608, 0.757, -3.540], [-3.796, 2.461, -3.581], [2.783, -1.953, 3.218], [3.152, -0.475, 3.156], [3.673, -0.048, 1.782], [2.593, -0.042, 0.703], [1.615, 0.996, 0.944], [0.296, 0.836, 0.920], [-0.388, -0.740, 0.657], [-0.494, 1.865, 1.168], [-1.940, 1.843, 1.254], [-2.411, 2.744, 2.395], [-2.266, 2.118, 3.783], [-0.829, 1.815, 4.200], [2.558, -2.234, 4.243], [3.613, -2.567, 2.876], [1.907, -2.176, 2.613], [3.935, -0.277, 3.890], [2.284, 0.128, 3.431], [4.461, -0.735, 1.470], [4.117, 0.947, 1.853], [2.061, -0.996, 0.694], [3.047, 0.126, -0.280], [1.990, 1.920, 1.122], [-0.080, 2.782, 1.300], [-2.272, 0.813, 1.414], [-2.349, 2.194, 0.299], [-3.464, 2.976, 2.233], [-1.865, 3.690, 2.358], [-2.844, 1.194, 3.819], [-2.702, 2.810, 4.507], [-0.403, 1.014, 3.599], [-0.813, 1.493, 5.240], [-0.201, 2.702, 4.117], [3.468, -0.955, -3.437], [1.642, -0.949, -3.437], [1.436, -2.691, -2.972], [1.324, -0.214, -2.145], [3.847, -1.369, -2.507], [3.818, 0.068, -3.545], [3.804, -1.545, -4.283], [1.788, -3.318, -3.786], [0.376, -2.883, -2.792], [2.006, -2.873, -2.064]],
  "lowdin_charge": [0.78, 0.71, -0.70, -0.70, 0.71, -0.61, 0.74, -0.38, -0.22, -0.36, -0.17, -0.61, 0.73, -0.10, -0.25, -0.19, -0.23, 0.04, -0.69, 0.83, 0.03, -0.20, -0.19, -0.25, -0.10, 0.08, 0.08, 0.05, 0.11, 0.10, 0.12, 0.11, 0.06, 0.11, 0.17, 0.16, 0.10, 0.12, 0.12, 0.11, 0.11, 0.11, 0.05, 0.08, 0.08, -0.20, 0.99, -0.20, -0.63, 0.07, 0.07, 0.07, 0.08, 0.05, 0.08]
}


{
  "formula": "C5H8O2",
  "method": "the ωB97M-V functional and the def2-TZVPD basis",
  "homo_energy_ha": -0.329,
  "total_charge": 0,
  "e_lumo_ev": 0.292,
  "fmax_ha_per_bohr": 0.031,
  "total_energy_ev": -9406.76004,
  "relative_energy_kcal_mol": 70.8,
  "symbols": ["O", "C", "C", "C", "C", "C", "O", "H", "H", "H", "H", "H", "H", "H", "H"],
  "coordinates": [[1.410, -0.553, -1.188], [1.109, -0.274, 0.146], [0.647, 1.201, 0.316], [-0.752, 1.202, -0.250], [-1.645, 0.220, -0.061], [0.009, -1.263, 0.540], [-0.393, -2.080, -0.273], [0.840, -1.325, -1.392], [1.969, -0.490, 0.799], [0.752, 1.544, 1.348], [1.297, 1.826, -0.315], [-0.959, 1.826, -1.112], [-2.031, -0.268, 0.814], [-1.998, -0.230, -0.977], [-0.256, -1.336, 1.605]],
  "lowdin_charge": [-0.02, -0.36, -0.11, -0.13, -0.03, -0.25, 0.03, 0.09, 0.15, 0.11, 0.12, 0.10, 0.07, 0.09, 0.14]
}


{
  "formula": "C5H9N3",
  "method": "the ωB97M-V functional and the def2-TZVPD basis",
  "homo_energy_ha": -0.238,
  "total_charge": 0,
  "e_lumo_ev": 0.764,
  "fmax_ha_per_bohr": 0.104,
  "total_energy_ev": -9797.54722,
  "relative_energy_kcal_mol": 90.4,
  "symbols": ["C", "C", "C", "C", "N", "N", "C", "N", "H", "H", "H", "H", "H", "H", "H", "H", "H"],
  "coordinates": [[-1.498, -0.505, -0.924], [0.558, -1.848, 0.005], [0.456, 0.750, 0.173], [-0.119, -0.520, -0.189], [1.542, 0.761, 1.038], [0.403, 1.835, -0.695], [-1.739, 0.071, 0.375], [-1.757, 1.045, 1.100], [0.654, 2.717, -0.268], [1.482, 0.064, 1.765], [1.782, 1.677, 1.393], [-0.492, 1.927, -1.154], [-1.634, 0.169, -1.772], [-1.855, -1.525, -1.046], [0.794, -2.026, 1.057], [-0.071, -2.683, -0.304], [1.494, -1.910, -0.553]],
  "lowdin_charge": [-0.07, -0.07, -0.40, -0.32, 0.16, 0.14, -0.33, 0.08, 0.10, 0.10, 0.10, 0.09, 0.10, 0.11, 0.07, 0.07, 0.08]
}


{
  "formula": "Ca3O16P4Zn3",
  "method": "the ωB97M-V functional and the def2-TZVPD basis",
  "homo_energy_ha": -0.278,
  "total_charge": 0,
  "e_lumo_ev": -5.784,
  "fmax_ha_per_bohr": 0.097,
  "total_energy_ev": -270493.21200,
  "symbols": ["Ca", "Ca", "Ca", "Zn", "Zn", "Zn", "P", "O", "O", "O", "O", "P", "O", "O", "O", "O", "P", "O", "O", "O", "O", "P", "O", "O", "O", "O"],
  "coordinates": [[0.283, -3.018, 0.579], [-0.218, 0.724, -1.861], [-0.016, 3.529, 0.808], [-3.908, -0.853, 0.675], [-2.077, 0.771, 3.588], [1.484, -0.263, 2.500], [-1.022, 0.115, 1.172], [-0.899, 1.212, 0.150], [0.120, -0.935, 1.104], [-2.405, -0.374, 1.647], [-0.403, 0.432, 2.664], [3.361, -2.645, 1.601], [4.724, -2.491, 0.968], [2.725, -1.150, 1.602], [3.324, -3.132, 3.023], [2.489, -3.417, 0.527], [-2.763, -1.547, -2.341], [-2.887, -3.051, -2.182], [-3.723, -1.410, -3.516], [-1.392, -0.973, -2.723], [-3.319, -0.854, -1.042], [1.200, 3.909, -1.800], [2.660, 3.940, -2.327], [1.237, 4.735, -0.482], [1.075, 2.396, -1.417], [0.352, 4.352, -2.919]],
  "lowdin_charge": [1.56, 1.55, 1.51, 0.97, 0.62, 0.90, 0.10, -0.56, -0.62, -0.53, -0.64, -0.03, -0.26, -0.49, -0.34, -0.55, -0.07, -0.28, -0.21, -0.51, -0.47, -0.12, -0.18, -0.53, -0.60, -0.23]
}


{
  "formula": "C4H12O2",
  "method": "the ωB97M-V functional and the def2-TZVPD basis",
  "homo_energy_ha": -0.368,
  "total_charge": 0,
  "e_lumo_ev": 0.801,
  "fmax_ha_per_bohr": 0.020,
  "total_energy_ev": -8437.35742,
  "relative_energy_kcal_mol": 3.6,
  "symbols": ["C", "C", "C", "C", "O", "H", "H", "H", "H", "H", "H", "H", "H", "H", "H", "H", "H", "O"],
  "coordinates": [[1.071, 0.344, 1.252], [0.168, -0.119, 0.106], [-1.238, 0.442, 0.257], [-2.117, 0.120, -0.950], [-1.803, -0.070, 1.482], [1.267, 1.419, 1.265], [0.653, 0.058, 2.222], [2.002, -0.219, 1.199], [0.071, -1.198, 0.219], [0.616, 0.084, -0.860], [-1.171, 1.517, 0.399], [-2.188, 0.970, -1.599], [-3.135, -0.119, -0.659], [-1.739, -0.744, -1.485], [-2.478, -0.704, 1.225], [3.655, -0.152, -1.073], [3.845, -0.816, -2.446], [3.170, -0.563, -1.793]],
  "lowdin_charge": [-0.10, -0.22, -0.44, -0.04, -0.05, 0.07, 0.07, 0.06, 0.12, 0.10, 0.13, 0.07, 0.07, 0.08, 0.07, 0.03, 0.04, -0.07]
}


{
  "formula": "C2H11N2O2",
  "method": "the ωB97M-V functional and the def2-TZVPD basis",
  "homo_energy_ha": -0.552,
  "total_charge": 1,
  "e_lumo_ev": -3.874,
  "fmax_ha_per_bohr": 0.092,
  "total_energy_ev": -9320.83492,
  "relative_energy_kcal_mol": 33.9,
  "symbols": ["C", "N", "C", "N", "H", "H", "H", "H", "H", "H", "H", "H", "H", "O", "H", "H", "O"],
  "coordinates": [[1.404, -2.557, 0.297], [0.897, -1.239, 0.121], [1.524, -0.111, 0.563], [1.165, 1.180, 0.371], [0.727, -3.190, 0.897], [1.661, -3.077, -0.628], [2.360, -2.452, 0.848], [0.371, -1.027, -0.736], [2.214, -0.216, 1.391], [0.240, 1.089, -0.040], [1.253, 1.957, 1.070], [-3.144, 2.264, 0.832], [-3.635, 2.862, -0.469], [-3.262, 2.070, -0.114], [-1.045, 0.678, -2.342], [-1.622, 1.219, -0.790], [-1.107, 0.549, -1.272]],
  "lowdin_charge": [-0.06, 0.01, -0.08, 0.16, 0.11, 0.10, 0.10, 0.14, 0.15, 0.06, 0.17, 0.07, 0.05, -0.03, 0.17, 0.00, -0.13]
}